[1]
# C7H16N2

A 2-piece molecular cluster, C7H16N2 overall at a distorted geometry (wB97M-V/def2-TZVPD, the OMol25 dataset).

Output
SMILES string: C=C(C)CN.CC(C)=N
HOMO level, eV: -8.737
Electronic energy, Eh: -385.775120

ORCA input file:
```
! wB97M-V def2-TZVPD RIJCOSX def2/J DEFGRID3
* xyz 0 1
C 2.64482 -0.96341 -0.41746
C 1.93884 0.15339 -0.29311
C 1.76984 1.12040 -1.42727
C 1.13188 0.40782 0.96274
N 0.60322 1.70958 1.20802
H 2.73882 -1.66604 0.39581
H 3.16505 -1.21351 -1.32975
H 2.18869 2.09222 -1.15893
H 2.27910 0.76098 -2.31907
H 0.71498 1.26961 -1.66282
H 0.19001 -0.26793 0.89465
H 1.70981 0.09768 1.83580
H -0.36006 1.77816 0.79967
H 1.19436 2.44947 0.84383
C -2.08835 -1.61182 1.02438
C -1.85333 -0.30015 0.31402
C -1.78198 -0.40000 -1.18536
N -2.11369 0.85482 0.80730
H -3.08415 -1.98460 0.79229
H -2.00800 -1.49111 2.10338
H -1.36641 -2.35626 0.68755
H -1.78010 0.59142 -1.63233
H -2.63844 -0.94523 -1.57281
H -0.87235 -0.92838 -1.47489
H -2.32257 0.84291 1.80436
*
```

[2]
# C7H16N2O

One molecule with the formula C7H16N2O at a distorted geometry (wB97M-V/def2-TZVPD, the OMol25 dataset).

Output
SMILES string: CC(C)NNC(=O)C(C)C
HOMO level, eV: -9.078
Electronic energy, Eh: -461.005769

ORCA input file:
```
! wB97M-V def2-TZVPD RIJCOSX def2/J DEFGRID3
* xyz 0 1
C -1.88615 -0.09069 -3.24765
C -1.33059 -0.44288 -1.78818
C 0.14015 -1.02915 -2.05309
N -1.44014 0.62732 -0.76561
N -0.73936 0.31136 0.44318
C 0.55260 0.76625 0.55592
O 1.08664 1.32179 -0.40309
C 1.29352 0.66080 1.89081
C 0.31069 0.71515 3.18332
C 2.03376 -0.65820 1.95296
H -1.61487 0.91976 -3.48826
H -2.92190 -0.08535 -3.24836
H -1.42769 -0.78837 -3.93715
H -1.80786 -1.41816 -1.38819
H 0.63670 -0.38555 -2.68119
H 0.69664 -1.18950 -1.02956
H 0.07825 -2.01372 -2.54259
H -1.16330 1.58020 -1.16195
H -1.22709 0.24198 1.30974
H 1.92354 1.49163 1.99128
H -0.49664 0.09568 3.10638
H 0.93667 0.58924 4.02740
H -0.26753 1.65832 3.31422
H 2.76116 -0.58389 2.74416
H 1.40282 -1.45839 2.18391
H 2.46999 -0.83564 1.03156
*
```

[3]
# C7H16N2O3S

One molecule with the formula C7H16N2O3S at a distorted geometry (wB97M-V/def2-TZVPD, the OMol25 dataset).

Output
HOMO level, eV: -7.954
Electronic energy, Eh: -1009.614118

ORCA input file:
```
! wB97M-V def2-TZVPD RIJCOSX def2/J DEFGRID3
* xyz 0 1
C 1.18309 -2.06902 0.38679
C 1.10299 2.29341 -0.82507
C -1.11980 2.18833 0.20924
C -0.73021 1.27084 -2.14803
C -1.69368 -0.68506 1.19865
C 0.29107 0.23277 0.02906
C -0.11511 1.41555 -0.72936
N 1.84120 -3.02042 -0.38591
N 0.69364 -0.90725 -0.50431
O 0.42071 -0.93739 2.72743
O -1.31001 -2.70915 2.97597
O 0.03307 -2.61969 1.02368
S -0.65469 -1.73833 2.12152
H 1.88833 -1.57834 1.11692
H 1.80965 1.86989 -1.37589
H 1.05330 3.25587 -1.24950
H 1.50643 2.52855 0.16784
H -0.84155 2.15664 1.25872
H -1.07613 3.21304 -0.20535
H -2.09139 1.84989 0.08998
H -1.51806 0.54481 -2.09678
H -1.03453 2.25254 -2.40549
H 0.00123 0.84831 -2.96683
H -2.33513 -1.34598 0.51981
H -2.26505 -0.25537 1.98567
H 0.52237 0.40582 1.02990
H 1.19751 -3.86016 -0.52541
H 2.78723 -3.34103 0.02808
H 0.45350 -1.25908 -1.45133
*
```

[4]
# C7H16N2Si

One molecule with the formula C7H16N2Si at a distorted geometry (wB97M-V/def2-TZVPD, the OMol25 dataset).

Output
HOMO level (alpha / beta), eV: -8.251 / -6.085
Electronic energy, Eh: -675.146899

ORCA input file:
```
! wB97M-V def2-TZVPD RIJCOSX def2/J DEFGRID3
* xyz 0 1
C -3.20280 1.62061 0.33671
C -2.14884 1.03208 0.83033
C 1.16803 -1.57588 -0.16976
C 2.27256 -0.45215 -0.26419
C -0.25655 -1.47580 1.88641
C 2.49218 1.80798 -1.03107
C -2.08373 -0.83498 -1.52487
N -0.02192 -1.03676 0.50399
N 1.93312 0.50392 -1.20306
Si -1.07290 0.04833 -0.26552
H -3.94864 2.14053 0.98431
H -3.45312 1.67792 -0.70805
H -1.94797 1.20521 1.88156
H 0.89696 -1.93047 -1.11670
H 1.53496 -2.28229 0.59273
H 2.41207 0.01528 0.76155
H 3.06790 -1.11338 -0.66455
H 0.69863 -1.93222 2.26820
H -0.47109 -0.62353 2.54143
H -1.19082 -1.99353 2.07747
H 1.59940 2.52518 -1.29889
H 2.94642 2.01361 -0.01741
H 3.30436 1.81620 -1.80416
H -3.10182 -0.54387 -1.58036
H -1.70458 -1.07360 -2.58917
H -2.12891 -1.96343 -1.06228
*
```